Entry 1:
{
  "formula": "C2Cl2F4S",
  "method": "ωB97M-V with the def2-TZVPD basis set",
  "homo_ev": -10.084,
  "energy_ev": -48823.37815,
  "charge": 0,
  "lumo_ev": -0.64,
  "smiles": "FC(F)(F)Cl.FC(=S)Cl",
  "relative_energy_kcal_mol": 0.0,
  "elements": ["Cl", "F", "S", "F", "C", "C", "Cl", "F", "F"],
  "positions_angstrom": [[-2.10, 0.48, -1.71], [-0.08, -0.46, -2.93], [-0.76, 1.03, 2.09], [-0.49, -1.48, -1.12], [0.64, 0.30, 2.13], [-0.53, -0.29, -1.73], [2.19, 0.82, 2.84], [0.83, -0.86, 1.41], [0.30, 0.46, -0.99]]
}

Entry 2:
{
  "formula": "C43H49DyN7O2S",
  "method": "ωB97M-V with the def2-TZVPD basis set",
  "homo_ev": [-4.296, -4.296],
  "energy_ev": -94834.01813,
  "charge": -1,
  "lumo_ev": [1.44, 1.44],
  "spin_multiplicity": 6,
  "elements": ["C", "N", "H", "H", "H", "O", "H", "H", "C", "H", "H", "C", "H", "N", "C", "H", "C", "H", "C", "H", "N", "C", "S", "N", "H", "H", "C", "H", "N", "C", "C", "C", "H", "C", "C", "H", "H", "H", "C", "H", "H", "C", "O", "H", "C", "H", "C", "C", "C", "C", "H", "C", "H", "C", "H", "H", "C", "C", "C", "C", "C", "C", "H", "H", "C", "H", "H", "C", "C", "C", "Dy", "H", "C", "H", "N", "C", "C", "H", "H", "H", "H", "H", "C", "N", "H", "C", "H", "H", "C", "C", "C", "H", "H", "H", "H", "C", "H", "H", "H", "C", "H", "C", "H"],
  "positions_angstrom": [[5.66, 0.77, -2.05], [2.45, -0.38, -0.46], [-2.35, -5.64, -0.20], [3.35, -3.64, -0.43], [5.42, -3.19, -0.76], [1.75, 0.34, 2.58], [1.58, 5.06, -3.79], [0.25, 4.44, 6.84], [2.09, 5.00, -1.73], [1.38, 3.16, 5.06], [5.42, -2.42, -3.73], [-1.60, -5.91, 1.79], [-2.37, 4.65, 0.21], [0.46, 1.65, -0.96], [-5.47, -2.09, 1.07], [5.09, 0.18, -4.10], [4.55, 0.00, -1.32], [6.06, 1.67, -4.08], [-1.83, 2.75, 4.07], [3.12, 4.17, -3.48], [-2.93, -3.01, 3.34], [-0.21, 3.84, -1.52], [-0.64, -1.43, 3.17], [0.21, 1.75, 3.17], [-5.74, 0.91, -1.73], [-1.94, -4.96, 2.15], [-0.89, -3.12, -0.15], [-0.96, -6.61, -0.22], [-1.77, -0.17, -0.46], [3.18, -1.56, -0.53], [-1.70, 4.15, 6.01], [1.16, 3.83, -1.46], [4.28, 1.69, -3.48], [-1.96, -2.41, 3.11], [5.24, 1.10, -3.52], [6.51, -2.08, -1.58], [-2.71, 6.17, -0.61], [-6.00, -1.22, -0.83], [-2.59, -1.28, -0.38], [2.38, -7.56, -1.09], [1.16, -6.67, 0.73], [-5.16, -1.75, -0.42], [-0.39, 1.55, 1.99], [-0.63, -6.15, 2.25], [-5.05, 1.45, -1.07], [-5.04, -2.65, -1.00], [-1.20, 4.95, -1.63], [1.63, -5.88, 0.13], [-1.92, 5.45, -0.36], [-1.38, -5.75, 0.27], [3.10, 5.94, -3.43], [3.25, 0.60, -0.92], [5.58, -4.05, -3.02], [2.48, 5.01, -3.21], [2.91, 5.00, -0.99], [3.67, 2.63, -1.41], [5.49, -2.41, -1.52], [-1.98, 2.13, -1.12], [2.63, -2.83, -0.44], [-2.14, -2.63, -0.21], [-3.93, -0.89, -0.60], [-2.55, 0.88, -0.74], [-6.63, 2.68, -0.26], [-2.45, 2.25, 3.31], [-2.45, 3.53, 5.01], [4.06, -3.18, -3.01], [-2.33, -6.69, 2.01], [1.99, -6.57, -1.20], [4.50, -1.32, -1.09], [-3.89, 0.52, -0.85], [0.34, -0.15, 0.60], [2.67, -5.97, -1.85], [-0.34, 3.96, 6.06], [-2.99, -3.30, -0.08], [0.29, -2.37, -0.21], [0.28, 3.23, 5.12], [1.29, -3.24, -0.31], [6.59, 0.16, -1.94], [-0.71, 5.79, -2.09], [-5.99, 1.46, 0.87], [-5.46, -1.18, 1.67], [5.71, 1.73, -1.54], [-0.48, -4.55, -0.12], [1.33, 1.15, 3.47], [-2.64, 2.96, -1.26], [-0.67, 2.50, -1.13], [2.56, -5.58, 0.63], [-3.50, 3.67, 4.95], [1.55, 2.43, -1.12], [-5.73, 2.19, 0.10], [5.12, -3.05, -2.88], [-6.47, -2.47, 1.14], [1.08, -6.58, -1.81], [-5.05, 2.89, 0.57], [-2.01, 4.56, -2.25], [-0.45, 2.59, 4.13], [-4.79, -2.79, 1.58], [-4.74, 2.21, -1.83], [-2.14, 4.81, 6.70], [0.84, -4.61, -0.10], [1.59, 5.96, -1.49], [2.86, 1.93, -1.07], [-1.21, 5.89, 0.35]]
}

Entry 3:
{
  "formula": "C4H10NOS",
  "method": "ωB97M-V with the def2-TZVPD basis set",
  "homo_ev": -2.754,
  "energy_ev": -18679.06822,
  "charge": -1,
  "lumo_ev": 3.84,
  "relative_energy_kcal_mol": 139.0,
  "elements": ["H", "H", "C", "H", "H", "H", "H", "N", "C", "H", "H", "H", "S", "H", "C", "C", "O"],
  "positions_angstrom": [[4.16, 0.05, -0.64], [-0.53, -0.21, -0.11], [-1.65, -0.23, 0.02], [3.36, 1.76, -0.71], [-3.13, -1.61, -0.58], [-1.64, -2.08, -1.08], [3.18, 0.46, -2.03], [0.93, 1.02, 0.90], [3.29, 0.64, -0.95], [-3.15, 0.80, 1.28], [0.48, -0.43, 2.39], [-1.46, 0.94, 1.53], [1.63, 0.04, -0.27], [-2.12, -0.81, -2.04], [-2.25, -1.19, -0.98], [-2.22, 0.49, 0.94], [1.13, 0.35, 2.34]]
}

Entry 4:
{
  "formula": "C10H21NSi",
  "method": "ωB97M-V with the def2-TZVPD basis set",
  "homo_ev": -8.361,
  "energy_ev": -20076.56514,
  "charge": 0,
  "lumo_ev": 0.88,
  "smiles": "C=C[Si@@H](C)N1CCCCC1(C)C",
  "relative_energy_kcal_mol": 68.2,
  "elements": ["H", "H", "H", "C", "H", "H", "C", "N", "H", "C", "H", "C", "C", "H", "H", "H", "C", "H", "H", "H", "H", "H", "H", "H", "C", "H", "C", "Si", "H", "H", "H", "C", "C"],
  "positions_angstrom": [[-2.17, -2.76, -0.80], [1.41, -1.61, 2.11], [0.33, -0.85, 3.32], [0.80, 1.65, -1.30], [2.57, -0.07, 2.58], [1.14, 0.72, -1.79], [0.54, 1.17, 0.14], [-0.10, -0.13, -0.02], [1.31, -2.78, -3.09], [-2.69, -1.81, -1.05], [-0.11, 1.84, -1.90], [0.73, -0.82, 2.32], [-0.45, -0.88, 1.29], [-1.13, 2.68, 0.34], [2.34, 0.16, 0.14], [2.59, 1.70, 0.88], [-0.13, -1.29, -2.72], [0.24, 3.12, 1.35], [1.42, 2.62, -1.51], [0.43, -0.59, -3.27], [-0.66, -1.93, 0.90], [-3.18, -1.61, -0.17], [1.45, 1.15, 3.01], [-1.33, -0.44, 1.68], [1.92, 0.91, 0.79], [-2.04, 0.78, -1.90], [1.69, 0.39, 2.23], [-1.29, -0.54, -1.39], [-0.59, 1.64, 1.71], [-3.36, -1.80, -1.88], [-0.09, -3.32, -1.93], [0.38, -2.54, -2.60], [-0.21, 2.25, 0.90]]
}

Entry 5:
{
  "formula": "H4N3O4S",
  "method": "ωB97M-V with the def2-TZVPD basis set",
  "homo_ev": -5.046,
  "energy_ev": -23559.78475,
  "charge": -1,
  "lumo_ev": 4.17,
  "relative_energy_kcal_mol": 20.9,
  "elements": ["O", "O", "H", "H", "O", "N", "S", "N", "O", "H", "N", "H"],
  "positions_angstrom": [[-1.29, 1.54, 0.56], [-3.00, 0.12, -0.34], [1.59, 0.50, 1.22], [2.00, -1.50, -1.60], [-0.64, -0.27, -0.94], [1.43, 0.13, -0.76], [-1.63, 0.26, -0.02], [1.95, -1.00, -0.61], [-1.48, -0.95, 1.24], [-0.95, -1.35, 0.62], [1.34, 0.89, 0.34], [0.70, 1.62, 0.30]]
}

Entry 6:
{
  "formula": "C9H13NO3",
  "method": "ωB97M-V with the def2-TZVPD basis set",
  "homo_ev": -9.187,
  "energy_ev": -17174.35658,
  "charge": 0,
  "lumo_ev": 0.55,
  "smiles": "COc1c(C)ncc(CO)c1CO",
  "relative_energy_kcal_mol": 55.5,
  "elements": ["O", "H", "C", "H", "H", "O", "H", "N", "H", "C", "H", "H", "C", "C", "C", "H", "C", "H", "H", "H", "C", "C", "C", "H", "H", "O"],
  "positions_angstrom": [[0.86, 1.21, 3.11], [-1.07, -2.47, -1.10], [-0.13, 0.80, -1.67], [-0.86, 2.34, 2.74], [-1.10, 3.04, 0.50], [1.84, -1.46, 2.09], [0.64, -2.24, 0.71], [-0.55, 1.98, -1.17], [-1.03, 0.56, 3.13], [0.24, -0.25, -0.87], [-1.01, -1.52, -2.68], [-0.25, -1.76, 2.09], [0.61, -1.38, 1.39], [-0.26, 1.12, 1.06], [0.20, -0.14, 0.57], [0.88, 1.38, 4.05], [-0.70, 2.05, 0.13], [0.58, -0.31, -3.35], [-0.09, -3.04, -2.45], [1.68, -0.77, 2.76], [-0.40, -2.13, -1.96], [-0.44, 1.34, 2.54], [0.10, 0.72, -3.13], [0.59, 1.70, -3.48], [-1.00, 0.67, -3.58], [0.67, -1.43, -1.42]]
}

What did the fourth record say?
{
  "formula": "C10H21NSi",
  "method": "ωB97M-V with the def2-TZVPD basis set",
  "homo_ev": -8.361,
  "energy_ev": -20076.56514,
  "charge": 0,
  "lumo_ev": 0.88,
  "smiles": "C=C[Si@@H](C)N1CCCCC1(C)C",
  "relative_energy_kcal_mol": 68.2,
  "elements": ["H", "H", "H", "C", "H", "H", "C", "N", "H", "C", "H", "C", "C", "H", "H", "H", "C", "H", "H", "H", "H", "H", "H", "H", "C", "H", "C", "Si", "H", "H", "H", "C", "C"],
  "positions_angstrom": [[-2.17, -2.76, -0.80], [1.41, -1.61, 2.11], [0.33, -0.85, 3.32], [0.80, 1.65, -1.30], [2.57, -0.07, 2.58], [1.14, 0.72, -1.79], [0.54, 1.17, 0.14], [-0.10, -0.13, -0.02], [1.31, -2.78, -3.09], [-2.69, -1.81, -1.05], [-0.11, 1.84, -1.90], [0.73, -0.82, 2.32], [-0.45, -0.88, 1.29], [-1.13, 2.68, 0.34], [2.34, 0.16, 0.14], [2.59, 1.70, 0.88], [-0.13, -1.29, -2.72], [0.24, 3.12, 1.35], [1.42, 2.62, -1.51], [0.43, -0.59, -3.27], [-0.66, -1.93, 0.90], [-3.18, -1.61, -0.17], [1.45, 1.15, 3.01], [-1.33, -0.44, 1.68], [1.92, 0.91, 0.79], [-2.04, 0.78, -1.90], [1.69, 0.39, 2.23], [-1.29, -0.54, -1.39], [-0.59, 1.64, 1.71], [-3.36, -1.80, -1.88], [-0.09, -3.32, -1.93], [0.38, -2.54, -2.60], [-0.21, 2.25, 0.90]]
}